# 1
3 unconnected molecules or ions with the total composition C4H14NO4. Source: the Open Molecules 2025 dataset; level of theory: ωB97M-V/def2-TZVPD.

Last column: Mulliken charge in e.
Geometry (Å):
C1 -1.304 1.269 -0.841  -0.841
O1 -2.596 0.586 -0.713  -0.614
C2 -0.164 0.331 -0.551  1.606
C3 1.200 1.034 -0.585  -0.851
C4 2.354 0.160 -0.152  -0.542
O2 2.310 -0.209 1.202  -0.582
N1 -0.180 -0.660 -1.663  -0.786
H1 -1.367 1.463 -1.911  0.360
H2 -1.450 2.169 -0.238  0.319
H3 -0.225 -0.170 0.404  -0.615
H4 1.358 1.428 -1.608  0.349
H5 1.213 2.032 -0.109  0.300
H6 2.344 -0.762 -0.763  0.220
H7 3.327 0.646 -0.268  0.340
H8 1.579 -0.764 1.574  0.451
H9 -1.146 -0.927 -1.814  0.312
H10 0.351 -1.478 -1.393  0.237
H11 -0.012 -0.457 2.888  0.306
H12 -0.672 -1.434 1.902  0.357
O3 0.173 -1.304 2.463  -0.825
H13 -2.560 -0.079 0.054  0.394
H14 -2.419 -1.821 0.803  0.205
O4 -2.112 -1.052 1.319  -1.102

Its LUMO energy is 3.89 eV. Its strongest force on any atom is 3.1 eV Å⁻¹. The molar mass comes out at 140.16 u. Its HOMO-LUMO gap is 8.523 eV. The charge is -1.


# 2
A molecular structure, C8H10F2N2O2. Source: the Open Molecules 2025 dataset; level of theory: ωB97M-V/def2-TZVPD.

Last column: Mulliken charge in e.
Geometry (Å):
C1 2.091 -1.046 0.120  -0.573
C2 1.751 0.244 -0.233  0.614
C3 0.884 -1.729 0.104  0.451
C4 -2.115 0.661 -0.688  0.515
C5 2.687 1.466 -0.296  -1.286
C6 0.621 -3.159 0.476  -1.535
C7 -2.226 2.703 0.505  -0.759
C8 -1.994 -0.863 -0.475  0.950
N1 0.486 0.430 -0.486  -0.704
N2 -0.039 -0.766 -0.241  0.390
O1 -2.108 1.139 -1.782  -0.536
O2 -2.280 1.252 0.509  -0.299
F1 -2.260 -1.662 -1.496  -0.221
F2 -2.373 -1.281 0.690  -0.210
H1 2.920 -1.318 0.778  0.220
H2 2.915 1.558 -1.351  0.260
H3 2.373 2.432 -0.100  0.373
H4 3.500 1.234 0.380  0.302
H5 0.086 -3.155 1.358  0.404
H6 0.165 -3.786 -0.124  0.422
H7 1.545 -3.683 0.859  0.316
H8 -3.082 3.204 1.005  0.267
H9 -2.218 3.068 -0.497  0.357
H10 -1.328 3.058 0.983  0.279

Its LUMO energy is 0.08 eV. Its strongest force on any atom is 5.5 eV Å⁻¹. The molar mass comes out at 204.18 u. Its HOMO-LUMO gap is 8.848 eV. The charge is 0.


# 3
A molecular structure, C20H24I2IrN6OS2Se. Source: the Open Molecules 2025 dataset; level of theory: ωB97M-V/def2-TZVPD.

Last column: Mulliken charge in e.
Geometry (Å):
Ir1 0.500 -0.867 -0.482  1.228
I1 2.259 -2.427 1.235  0.225
C1 3.773 -1.186 0.412  -0.864
I2 2.808 0.271 -0.812  0.268
H1 4.428 -1.787 -0.206  0.432
H2 4.307 -0.687 1.212  0.476
S1 0.066 0.469 1.379  -0.351
C2 0.038 2.074 0.676  0.661
C3 0.181 3.199 1.480  -0.913
C4 0.168 4.471 0.923  0.479
C5 0.334 5.613 1.776  -0.252
N1 0.483 6.518 2.466  -0.461
C6 0.016 4.624 -0.462  0.382
C7 -0.128 3.501 -1.265  -1.063
C8 -0.129 2.232 -0.703  0.382
S2 -0.402 0.828 -1.731  -0.265
C9 0.025 5.925 -1.067  -0.255
N2 0.045 6.956 -1.571  -0.469
H3 0.308 3.090 2.549  0.560
H4 -0.244 3.624 -2.334  0.559
C10 -1.273 -2.710 2.685  -0.882
N3 -2.297 -1.925 2.020  0.295
C11 -3.411 -1.480 2.855  -0.726
C12 -3.973 -0.187 2.302  -0.523
C13 -4.346 -0.421 0.856  -0.672
N4 -3.196 -0.945 0.121  0.439
C14 -3.261 -0.810 -1.322  -0.614
C15 -2.207 -1.625 0.717  0.269
O1 -1.181 -2.011 0.062  -0.862
H5 -0.713 -2.092 3.391  0.328
H6 -0.598 -3.129 1.945  0.013
H7 -1.744 -3.529 3.230  0.414
H8 -3.026 -1.345 3.866  0.422
H9 -4.183 -2.255 2.896  0.272
H10 -3.223 0.602 2.372  0.207
H11 -4.850 0.120 2.870  0.384
H12 -4.654 0.501 0.363  0.391
H13 -5.179 -1.129 0.784  0.298
H14 -3.341 0.241 -1.594  0.365
H15 -4.134 -1.350 -1.699  0.393
H16 -2.360 -1.214 -1.768  -0.335
C16 -1.028 -4.871 -1.465  -0.846
N5 -1.437 -3.974 -2.539  0.399
C17 -2.611 -4.079 -3.247  -0.473
C18 -2.611 -3.087 -4.163  -0.509
N6 -1.437 -2.388 -4.000  0.293
C19 -1.036 -1.242 -4.810  -0.892
C20 -0.724 -2.934 -2.999  -0.327
Se1 0.994 -2.428 -2.430  -0.131
H17 -1.490 -5.840 -1.632  0.384
H18 -1.338 -4.461 -0.504  0.165
H19 0.053 -4.969 -1.481  0.351
H20 -3.330 -4.854 -3.050  0.482
H21 -3.329 -2.826 -4.920  0.490
H22 -1.462 -1.358 -5.803  0.374
H23 0.049 -1.216 -4.870  0.348
H24 -1.390 -0.318 -4.356  0.262

Its LUMO energy is -3.63 eV. Its strongest force on any atom is 0.6 eV Å⁻¹. The molar mass comes out at 953.57 u. Its HOMO-LUMO gap is 6.517 eV. The charge is +1.


# 4
A molecular structure, C11H14BN7Os. Source: the Open Molecules 2025 dataset; level of theory: ωB97M-V/def2-TZVPD.

Last column: Löwdin spin population.
Geometry (Å):
H1 -0.083 2.981 0.817  0.000
N1 0.217 1.716 -0.899  0.149
B1 0.823 0.855 -3.225  0.002
N2 0.675 1.988 -2.184  0.015
C1 0.788 3.309 -2.337  0.057
Os1 -0.356 -0.187 -0.539  2.658
H2 1.062 3.714 -3.307  0.003
C2 0.491 3.927 -1.129  0.031
H3 0.535 4.982 -0.928  0.002
C3 0.157 2.912 -0.235  0.028
H4 1.351 1.268 -4.219  0.000
C4 -2.107 -2.837 1.512  0.003
H5 -2.443 -3.061 2.527  0.000
H6 -1.126 -3.268 1.362  0.001
H7 -2.805 -3.232 0.773  0.000
N3 -0.573 0.260 -3.431  0.020
N4 1.674 -0.255 -2.577  0.022
N5 -1.294 -0.241 -2.363  0.094
N6 1.367 -0.774 -1.307  0.193
C5 -1.304 0.152 -4.539  0.060
C6 2.669 -0.970 -3.107  0.067
H8 -0.864 0.507 -5.461  0.003
H9 2.996 -0.796 -4.130  0.003
C7 -2.526 -0.420 -4.220  0.025
C8 3.118 -1.882 -2.158  0.040
C9 -2.501 -0.660 -2.840  0.017
C10 2.314 -1.726 -1.029  0.035
H10 -3.326 -0.639 -4.911  0.001
H11 3.943 -2.561 -2.269  0.002
H12 -3.212 -1.090 -2.140  0.000
H13 2.391 -2.212 -0.064  0.000
H14 -2.033 -1.752 1.389  0.001
N7 0.108 0.054 2.468  0.428
C11 -0.123 -0.064 1.317  0.041

Its LUMO energy (alpha / beta) is -9.89 / -11.03 eV. Its expectation value of S² is 6.06. Its strongest force on any atom is 3.1 eV Å⁻¹. The molar mass comes out at 445.32 u. Its HOMO-LUMO gap (alpha / beta) is 6.789 / 5.642 eV. As for the spin multiplicity: 5. The charge is +2.


# 5
2 unconnected molecules or ions with the total composition ClH2NOS2. Source: the Open Molecules 2025 dataset; level of theory: ωB97M-V/def2-TZVPD.

Last column: Löwdin spin population.
Geometry (Å):
N1 2.297 0.396 -0.670  0.723
O1 0.356 -1.249 -0.192  0.534
S1 -2.486 0.317 0.567  0.002
S2 1.821 -0.994 -0.143  0.519
Cl1 1.320 1.638 -1.240  0.223
H1 -1.556 0.689 1.452  0.000
H2 -1.752 -0.796 0.226  -0.001

Its LUMO energy (alpha / beta) is -0.06 / -3.89 eV. Its expectation value of S² is 2.01. Its strongest force on any atom is 6.4 eV Å⁻¹. The molar mass comes out at 131.61 u. Its HOMO-LUMO gap (alpha / beta) is 8.252 / 5.605 eV. As for the spin multiplicity: 3. The charge is 0.


# 6
A molecular structure, C20H16Br2FNO2Rh. Source: the Open Molecules 2025 dataset; level of theory: ωB97M-V/def2-TZVPD.

Last column: Mulliken charge in e.
Geometry (Å):
Rh1 -0.630 0.936 1.788  -0.202
C1 -4.504 -3.231 0.632  -1.391
C2 -3.435 -2.346 1.207  0.564
C3 -2.573 -2.798 2.212  -0.064
C4 -1.551 -2.009 2.729  -0.960
C5 -1.490 -0.759 2.165  0.962
Br1 0.922 1.699 3.391  -0.280
N1 -2.274 -0.310 1.242  -0.248
C6 -3.251 -1.056 0.724  -0.479
H1 -4.802 -4.000 1.341  0.394
H2 -4.137 -3.728 -0.268  0.293
H3 -5.386 -2.656 0.355  0.384
H4 -2.698 -3.805 2.594  0.435
H5 -0.869 -2.354 3.490  0.488
H6 -3.864 -0.634 -0.062  0.400
F1 3.051 3.929 -1.907  -0.285
C7 1.970 3.646 -1.216  0.585
C8 1.001 2.837 -1.824  -0.602
C9 -0.123 2.547 -1.109  -0.385
C10 -0.295 3.053 0.213  1.317
C11 -1.490 2.794 0.906  -1.311
C12 0.733 3.852 0.786  -0.436
C13 1.856 4.163 0.070  -0.728
H7 1.167 2.469 -2.826  0.494
H8 -0.901 1.930 -1.540  0.345
H9 -2.351 2.436 0.356  0.403
H10 -1.723 3.357 1.805  0.454
H11 0.619 4.205 1.801  0.499
H12 2.649 4.776 0.470  0.469
Br2 0.772 -2.663 -4.161  -0.174
C14 1.891 -2.075 -2.754  -0.236
C15 3.172 -2.591 -2.629  -0.382
C16 3.966 -2.177 -1.569  -0.617
C17 3.487 -1.263 -0.643  -0.518
C18 2.205 -0.750 -0.788  0.600
C19 1.399 -1.155 -1.847  -0.210
C20 1.704 0.217 0.237  0.377
O1 2.391 1.044 0.780  -0.457
O2 0.393 0.065 0.425  -0.249
H13 3.540 -3.311 -3.346  0.420
H14 4.968 -2.572 -1.469  0.408
H15 4.097 -0.944 0.191  0.464
H16 0.396 -0.767 -1.953  0.460

Its LUMO energy is -5.71 eV. Its strongest force on any atom is 0.9 eV Å⁻¹. The molar mass comes out at 584.07 u. Its HOMO-LUMO gap is 5.773 eV. The charge is +1.